Entry 1:
Here is C43H40BrN2O2P2Sn as an isolated structure at a distorted geometry from OMol25. Energies are from ωB97M-V with the def2-TZVPD basis set.

Last column: Löwdin charge in e.
CARTESIAN COORDINATES (ANGSTROEM)
Sn1 -0.757 -0.361 -1.046  1.260
O1 2.511 0.142 1.358  -0.327
P1 3.861 -0.726 1.168  1.107
C1 3.450 -1.909 -0.172  -0.370
P2 1.871 -2.836 0.068  0.733
O2 0.765 -1.829 -0.076  -0.562
C2 1.943 -3.616 1.655  -0.323
C3 3.043 -4.385 2.051  -0.090
C4 2.994 -5.085 3.244  -0.045
C5 1.851 -5.025 4.035  -0.033
C6 0.763 -4.255 3.650  -0.046
C7 0.800 -3.549 2.456  -0.069
C8 1.866 -4.033 -1.249  -0.284
C9 1.967 -5.403 -1.013  -0.051
C10 1.918 -6.289 -2.080  -0.041
C11 1.773 -5.812 -3.374  -0.036
C12 1.660 -4.446 -3.614  -0.052
C13 1.701 -3.557 -2.556  -0.088
C14 2.415 0.805 2.614  -0.323
C15 2.798 2.129 2.711  -0.022
C16 2.716 2.756 3.949  -0.050
C17 2.254 2.056 5.055  -0.048
C18 1.865 0.729 4.927  -0.035
C19 1.949 0.088 3.698  -0.008
C20 4.982 0.553 0.139  -0.241
C21 5.129 0.858 -1.677  -0.013
C22 6.496 0.988 -2.155  -0.015
C23 7.576 0.922 -1.356  -0.038
C24 7.489 0.714 0.066  -0.065
C25 6.330 0.569 0.732  -0.094
H1 4.278 -2.628 -0.160  0.077
H2 3.360 -1.508 -1.186  0.057
H3 3.932 -4.446 1.432  0.113
H4 3.839 -5.684 3.556  0.121
H5 1.809 -5.592 4.956  0.123
H6 -0.120 -4.213 4.274  0.119
H7 -0.048 -2.956 2.135  0.108
H8 2.072 -5.782 -0.005  0.106
H9 1.981 -7.354 -1.899  0.122
H10 1.737 -6.508 -4.202  0.123
H11 1.525 -4.083 -4.624  0.117
H12 1.573 -2.494 -2.740  0.093
H13 3.141 2.671 1.838  0.098
H14 3.019 3.790 4.049  0.117
H15 2.199 2.544 6.018  0.122
H16 1.502 0.183 5.788  0.123
H17 1.656 -0.949 3.579  0.113
H18 4.404 0.513 -2.409  0.171
H19 6.608 1.035 -3.232  0.147
H20 8.559 0.964 -1.807  0.142
H21 8.414 0.639 0.625  0.142
H22 6.343 0.337 1.791  0.124
Br1 6.572 3.732 -0.014  1.090
C26 4.872 3.187 -0.463  -0.526
C27 4.001 4.231 -0.704  -0.083
C28 2.651 4.022 -0.942  0.107
C29 2.078 2.732 -0.887  -0.228
C30 2.942 1.681 -0.814  0.065
C31 4.393 1.800 -0.627  -0.293
N1 0.711 2.439 -0.937  0.080
C32 -0.158 3.326 -0.678  -0.052
C33 -1.610 3.067 -0.627  -0.249
C34 -2.424 4.158 -0.397  0.011
C35 -3.799 3.976 -0.266  -0.004
C36 -4.299 2.700 -0.358  0.005
C37 -3.414 1.646 -0.594  -0.099
N2 -2.103 1.811 -0.738  -0.003
H23 4.389 5.240 -0.694  0.123
H24 2.038 4.884 -1.183  0.143
H25 2.516 0.690 -0.918  0.113
H26 5.170 -0.186 -0.917  0.175
H27 0.105 4.359 -0.426  0.129
H28 -1.995 5.149 -0.318  0.126
H29 -4.451 4.820 -0.085  0.132
H30 -5.356 2.499 -0.249  0.128
H31 -3.775 0.628 -0.678  0.087
C38 -5.663 -2.140 0.650  -0.041
C39 -4.449 -3.013 0.300  -0.620
C40 -4.767 -3.916 -0.903  -0.036
C41 -4.030 -3.861 1.509  -0.043
C42 -3.328 -2.132 -0.065  -0.106
C43 -2.403 -1.401 -0.368  -0.259
H32 -6.510 -2.779 0.904  0.096
H33 -5.952 -1.517 -0.198  0.087
H34 -5.450 -1.498 1.506  0.089
H35 -5.643 -4.523 -0.678  0.097
H36 -3.932 -4.582 -1.122  0.089
H37 -4.983 -3.322 -1.792  0.091
H38 -4.852 -4.518 1.794  0.097
H39 -3.788 -3.228 2.364  0.087
H40 -3.164 -4.479 1.269  0.085

## Properties
Relative energy (zero: lowest compared OMol25 entry of this formula, charge and spin)   168.8 kcal per mole
HOMO level   -15.4 eV
Net charge   +3
Kohn-Sham gap   4.81 eV

Entry 2:
Here is C43H40BrNO3PtSTe as an isolated structure at a distorted geometry from OMol25. Energies are from ωB97M-V with the def2-TZVPD basis set.

Last column: Löwdin charge in e.
CARTESIAN COORDINATES (ANGSTROEM)
Pt1 -0.643 1.299 -0.161  0.840
C1 5.454 -0.495 1.860  -0.063
C2 4.073 -0.426 1.173  -0.248
C3 4.028 -0.044 -0.189  0.041
C4 2.832 -0.095 -0.955  -0.068
C5 2.823 0.286 -2.365  -0.275
O1 3.129 1.446 -2.715  0.044
C6 2.492 -0.664 -3.487  -0.127
C7 1.912 -1.917 -3.317  -0.012
C8 1.336 -2.519 -4.403  -0.081
C9 1.563 -2.057 -5.686  -0.070
C10 2.176 -0.801 -5.860  -0.079
C11 2.611 -0.089 -4.765  -0.026
C12 1.633 -0.302 -0.171  -0.291
O2 0.460 -0.271 -0.815  -0.252
C13 1.622 -0.544 1.223  -0.099
C14 2.880 -0.756 1.811  0.002
C15 0.385 -0.566 2.058  -0.136
N1 -0.682 0.044 1.597  -0.074
C16 -2.023 0.122 2.244  -0.247
C17 -2.506 1.582 2.627  -0.411
Te1 -2.159 3.004 1.046  1.460
C18 -1.009 4.203 2.447  -0.464
C19 -1.301 4.546 3.782  -0.143
C20 -0.324 5.060 4.596  -0.095
C21 1.007 5.130 4.133  -0.093
C22 1.299 4.845 2.815  -0.074
C23 0.259 4.450 1.913  -0.144
C24 0.404 -1.190 3.456  -0.193
C25 0.895 -0.431 4.522  -0.034
C26 0.591 -0.711 5.874  -0.072
C27 -0.123 -1.856 6.164  -0.092
C28 -0.511 -2.676 5.110  -0.079
C29 -0.223 -2.389 3.767  -0.034
H1 5.810 0.527 2.126  0.081
H2 6.295 -0.932 1.256  0.085
H3 5.427 -1.029 2.794  0.055
H4 4.955 0.275 -0.705  0.136
H5 1.934 -2.335 -2.316  0.120
H6 0.693 -3.368 -4.299  0.089
H7 1.191 -2.601 -6.573  0.110
H8 2.350 -0.363 -6.836  0.099
H9 3.064 0.877 -4.881  0.109
H10 2.867 -1.213 2.817  0.122
H11 -2.024 -0.530 3.090  0.093
H12 -2.705 -0.222 1.472  0.097
H13 -1.957 1.998 3.488  0.039
H14 -3.600 1.536 2.871  0.066
H15 -2.285 4.330 4.165  0.100
H16 -0.552 5.415 5.615  0.113
H17 1.774 5.418 4.880  0.113
H18 2.313 4.835 2.481  0.096
H19 0.516 4.350 0.843  0.093
H20 1.528 0.449 4.295  0.129
H21 0.857 0.018 6.656  0.113
H22 -0.322 -2.106 7.202  0.105
H23 -1.101 -3.556 5.278  0.096
H24 -0.590 -3.081 2.983  0.128
Br1 -3.797 0.750 -1.930  0.762
C30 -3.323 2.549 -2.147  -0.737
C31 -4.354 3.369 -2.586  -0.171
C32 -4.114 4.312 -3.585  -0.085
C33 -2.912 4.268 -4.260  -0.052
C34 -1.808 3.578 -3.743  -0.175
C35 -0.500 3.863 -4.220  -0.028
C36 0.593 3.483 -3.483  -0.081
C37 0.434 2.871 -2.219  -0.101
C38 -0.856 2.373 -1.795  -0.354
C39 -1.973 2.815 -2.514  -0.304
H25 -5.365 3.229 -2.210  0.095
H26 -4.894 4.985 -3.870  0.096
H27 -2.806 4.898 -5.156  0.117
H28 -0.374 4.362 -5.191  0.117
H29 1.611 3.728 -3.777  0.105
H30 1.323 2.702 -1.599  0.082
C40 0.673 -6.081 0.030  -0.164
C41 -0.729 -6.231 -0.459  -0.435
S1 -1.411 -4.597 -0.838  0.897
O3 -0.728 -4.204 -2.146  -0.547
C42 -3.154 -4.915 -1.359  -0.403
C43 -3.966 -3.641 -1.301  -0.175
H31 1.196 -6.992 0.332  0.081
H32 0.741 -5.393 0.868  0.065
H33 1.224 -5.607 -0.785  0.072
H34 -1.342 -6.726 0.330  0.094
H35 -0.910 -6.807 -1.398  0.103
H36 -3.541 -5.686 -0.666  0.083
H37 -3.097 -5.315 -2.438  0.122
H38 -4.101 -3.216 -0.294  0.070
H39 -5.007 -3.775 -1.650  0.079
H40 -3.534 -2.861 -1.971  0.078

## Properties
2S+1   3
Relative energy (zero: lowest compared OMol25 entry of this formula, charge and spin)   18.8 kcal per mole
HOMO level (spin up / spin down)   -4.9 / -7.6 eV
Kohn-Sham gap (spin up / spin down)   4.94 / 5.82 eV